The following is a quantum chemistry calculation of 2 unconnected molecules or ions with the total composition C23H49BrFO9P2, from the OMol25 dataset.

XYZ file:
```
85
Properties=species:S:1:pos:R:3:lowdin_charge:R:1
C 5.194 -1.400 5.416 -0.109
C 5.311 -1.107 3.882 -0.249
C 3.908 -1.152 3.252 -0.173
C 3.976 -0.747 1.762 -0.204
O 3.308 -1.691 0.945 -0.104
C 2.772 -1.147 -0.238 -0.498
C 3.715 -0.185 -1.013 -0.072
C 5.083 -0.740 -1.428 -0.740
O 5.784 -0.100 -2.110 0.040
Br 5.759 -2.510 -0.905 0.751
O 1.580 -0.527 0.202 -0.235
P 0.536 -0.164 -1.126 0.456
C -0.288 1.316 -0.164 -0.471
F -1.664 1.421 -0.421 -0.160
C -0.007 1.367 1.334 -0.243
C -0.869 2.484 2.013 -0.110
P -1.204 -1.447 -0.525 0.817
C -0.983 -2.297 1.125 -0.350
C -1.598 -2.671 -1.859 -0.365
O 1.320 -1.436 -2.057 -0.291
C 2.280 -2.164 -1.323 -0.350
O 1.587 -3.314 -0.875 -0.065
C 2.416 -4.243 -0.194 -0.171
C 1.755 -4.526 1.157 -0.187
O 2.278 -5.722 1.742 -0.138
C 1.876 -5.826 3.084 -0.293
C 0.379 -6.124 3.263 -0.081
H 5.597 -2.396 5.626 0.063
H 4.134 -1.409 5.686 0.061
H 5.727 -0.665 6.023 0.059
H 5.941 -1.851 3.387 0.106
H 5.740 -0.105 3.781 0.103
H 3.433 -2.130 3.384 0.113
H 3.267 -0.432 3.779 0.113
H 3.585 0.271 1.661 0.125
H 5.044 -0.759 1.480 0.100
H 3.236 0.134 -1.940 0.112
H 3.886 0.736 -0.449 0.135
H 1.400 0.882 -1.664 0.013
H -0.262 0.087 -2.320 -0.001
H 0.152 2.230 -0.602 0.097
H 1.031 1.637 1.544 0.098
H -0.245 0.441 1.866 0.090
H -1.918 2.298 1.767 0.060
H -0.535 3.485 1.731 0.064
H -0.783 2.323 3.097 0.059
H 0.032 -2.254 1.531 0.004
H -1.645 -1.812 1.853 0.004
H -1.331 -3.339 1.057 0.013
H -2.521 -3.231 -1.679 0.011
H -0.777 -3.366 -2.085 0.010
H -1.761 -2.081 -2.769 0.014
H 2.990 -2.445 -2.120 0.148
H 3.424 -3.867 0.002 0.072
H 2.525 -5.193 -0.737 0.132
H 1.900 -3.678 1.837 0.113
H 0.691 -4.674 0.935 0.110
H 2.421 -6.641 3.576 0.112
H 2.103 -4.913 3.659 0.109
H -0.259 -5.369 2.792 0.059
H 0.115 -7.083 2.803 0.075
H 0.090 -6.141 4.320 0.071
C -1.931 3.343 -3.427 -0.104
O -3.299 3.520 -3.119 -0.200
C -3.521 3.544 -1.714 -0.202
C -4.863 4.166 -1.399 -0.172
O -4.858 5.594 -1.428 -0.135
C -4.813 6.198 -2.711 -0.189
C -6.127 6.125 -3.464 -0.209
O -6.284 4.858 -4.081 -0.197
C -7.622 4.599 -4.431 -0.120
H -1.555 2.401 -3.014 0.077
H -1.833 3.321 -4.512 0.083
H -1.337 4.180 -3.039 0.087
H -2.728 4.115 -1.217 0.130
H -3.498 2.513 -1.351 0.119
H -5.116 3.905 -0.369 0.126
H -5.650 3.764 -2.040 0.120
H -3.989 5.802 -3.308 0.123
H -4.601 7.254 -2.520 0.123
H -6.136 6.890 -4.254 0.124
H -6.955 6.314 -2.770 0.126
H -8.258 4.576 -3.537 0.087
H -7.660 3.622 -4.909 0.087
H -7.998 5.354 -5.133 0.084
```

## Properties
* net charge: -1
* DFT total energy: -134407.930 eV